C44H44AsBrO2PSr as an isolated structure at a distorted geometry. Source: the Open Molecules 2025 dataset; level of theory: ωB97M-V with the def2-TZVPD basis set.

Last column: Löwdin charge in e.
Atoms and positions in Å:
Sr  0.3908  0.0865  0.0469  1.286
C  0.4898  2.2883  4.3027  -0.062
C  -0.7294  3.1718  4.3635  -0.275
C  -0.9878  3.9441  5.4925  -0.058
C  -2.0999  4.7681  5.5619  -0.095
C  -2.9855  4.8232  4.4960  -0.089
C  -2.7463  4.0520  3.3703  -0.085
C  -1.6252  3.2291  3.2874  -0.321
P  -1.3061  2.2504  1.7476  1.102
C  -3.0391  1.6678  1.4901  -0.327
C  -3.8520  2.1980  0.4904  -0.104
C  -5.1139  1.6771  0.2474  -0.089
C  -5.5778  0.6144  1.0076  -0.108
C  -4.7839  0.0907  2.0174  -0.061
C  -3.5157  0.6036  2.2752  -0.268
C  -2.6951  0.0454  3.4054  -0.048
C  -0.9966  3.5322  0.5175  -0.349
C  -0.6118  4.8271  0.8807  -0.121
C  -0.0230  5.6865  -0.0267  -0.137
C  0.2467  5.2173  -1.3193  -0.120
C  -0.1034  3.9468  -1.6992  -0.066
C  -0.7695  3.0481  -0.8171  -0.376
C  -1.1216  1.7413  -1.2184  -0.261
H  1.1094  2.4163  5.1912  0.076
H  1.0892  2.5158  3.4197  0.078
H  0.2009  1.2361  4.2321  0.069
H  -0.3008  3.9042  6.3311  0.103
H  -2.2739  5.3692  6.4463  0.096
H  -3.8559  5.4664  4.5388  0.098
H  -3.4334  4.0902  2.5346  0.108
H  -3.4709  3.0182  -0.1088  0.108
H  -5.7286  2.0898  -0.5437  0.099
H  -6.5578  0.1914  0.8192  0.096
H  -5.1478  -0.7343  2.6205  0.106
H  -3.1335  -0.8745  3.7926  0.080
H  -2.6354  0.7668  4.2258  0.085
H  -1.6772  -0.1694  3.0786  0.049
H  -0.7626  5.1617  1.9003  0.090
H  0.2676  6.6872  0.2672  0.080
H  0.7433  5.8674  -2.0315  0.092
H  0.1392  3.5859  -2.6931  0.104
H  -1.0619  1.5365  -2.2861  0.040
H  -2.0007  1.3009  -0.7584  -0.007
C  3.3248  -0.2941  3.4599  -0.005
C  1.9976  -0.5096  2.7562  -0.383
O  1.7387  0.2298  1.8025  -0.185
C  1.1200  -1.5635  3.2322  -0.105
C  1.3082  -2.0963  4.5236  -0.056
C  0.5143  -3.0885  5.0349  -0.114
C  -0.5154  -3.6071  4.2324  -0.094
C  -0.7255  -3.1291  2.9688  -0.022
C  0.0737  -2.0917  2.3937  -0.376
O  -0.1399  -1.7006  1.1975  -0.329
H  3.9155  0.3897  2.8552  0.086
H  3.8589  -1.2338  3.5918  0.089
H  3.1629  0.1556  4.4416  0.083
H  2.0925  -1.6789  5.1431  0.101
H  0.6771  -3.4670  6.0354  0.089
H  -1.1508  -4.3947  4.6216  0.099
H  -1.5303  -3.5235  2.3601  0.099
Br  5.6730  0.1644  -4.9432  0.625
C  4.3150  0.0612  -3.5890  -0.712
C  4.5760  0.5581  -2.3276  -0.171
C  3.5757  0.4755  -1.3609  -0.175
C  2.3061  -0.0851  -1.5870  -0.254
C  2.1240  -0.5661  -2.8945  -0.188
C  3.0936  -0.5056  -3.8939  -0.171
H  5.5361  1.0068  -2.0994  0.085
H  3.8082  0.8778  -0.3748  0.069
H  1.1702  -1.0165  -3.1685  0.033
H  2.8956  -0.8894  -4.8883  0.085
C  -1.3432  -3.6071  -3.2144  -0.316
As  -1.2877  -2.1649  -1.8669  1.166
C  -2.6674  -1.0721  -2.7389  -0.315
C  -2.4372  -2.9761  -0.4592  -0.347
C  -3.7025  -3.6128  -0.9153  -0.306
C  -3.7460  -4.9659  -1.2551  -0.069
C  -4.9223  -5.5587  -1.6867  -0.097
C  -6.0856  -4.8086  -1.7895  -0.110
C  -6.0586  -3.4625  -1.4529  -0.089
C  -4.8813  -2.8725  -1.0195  -0.057
H  -2.3616  -3.9677  -3.3571  0.012
H  -0.7024  -4.4414  -2.9294  0.018
H  -0.9755  -3.2031  -4.1581  0.018
H  -3.4773  -1.6952  -3.1201  0.020
H  -2.2190  -0.5212  -3.5653  0.023
H  -3.0704  -0.3474  -2.0302  0.010
H  -2.6367  -2.1546  0.2307  0.064
H  -1.7918  -3.6893  0.0519  0.059
H  -2.8407  -5.5575  -1.1743  0.111
H  -4.9333  -6.6114  -1.9424  0.097
H  -7.0060  -5.2714  -2.1230  0.093
H  -6.9622  -2.8693  -1.5266  0.099
H  -4.8706  -1.8233  -0.7443  0.101

As for the total charge: -1. Its HOMO energy is -3.57 eV. Its HOMO-LUMO gap is 6.0 eV. As for the maximum force: 2.446 eV/A. Its energy is -7035.48256 Eh. Its energy above the lowest of the compared OMol25 structures with the same formula, charge and spin is 88.5 kJ/mol.